A structure of composition C15H14N4O6PtS, computed with the ωB97M-V functional and the def2-TZVPD basis.

Charge: 0
Frontier orbital gap: 7.10 eV
Energy relative to the best compared isomer or geometry (same formula, charge and spin): 31.3 kJ/mol
Total energy: -48108.877 eV

Cartesian coordinates (Å):
1 H 5.2350 -0.6888 -4.6034
2 H 1.8679 -2.4680 0.5264
3 C -2.1050 -0.7311 -1.2877
4 C -2.7818 -0.6245 3.3778
5 C -0.8527 -1.2215 -0.6052
6 N 2.6051 2.5886 -6.1585
7 S 1.0076 0.3461 2.5818
8 O -0.7550 -2.2967 -0.0875
9 N 4.5101 -0.0107 -4.7518
10 C 2.4478 1.8373 -5.2963
11 H -5.3739 -0.3067 1.9175
12 O 4.3814 -0.6982 -0.1252
13 C -2.8119 1.3699 2.0393
14 C 3.7656 0.2290 -0.4340
15 C -1.4289 1.3800 2.0048
16 H -3.3644 2.1540 1.5365
17 H -0.8842 2.1542 1.4808
18 H -1.8678 -0.4659 -2.3171
19 H -0.8354 -1.3914 3.8816
20 C 2.3467 0.8869 -4.2584
21 N 0.5129 0.6017 -2.5451
22 H -2.4579 0.1717 -0.7871
23 C 1.2934 0.8268 -3.3814
24 C -3.5050 0.3670 2.7156
25 N 1.2158 -0.6682 1.1921
26 C -0.7380 0.3747 2.6673
27 O 1.5447 -0.3659 3.7013
28 H -5.4197 1.3358 2.5527
29 C 3.4234 -0.0545 -3.9349
30 H -5.3942 -0.0453 3.6575
31 C -1.3992 -0.6293 3.3607
32 O 3.3738 -0.8173 -2.9688
33 O 1.5197 1.6133 2.1758
34 C -5.0068 0.3417 2.7159
35 H -2.8655 -1.5088 -1.2489
36 C 1.7478 -1.8077 1.3755
37 H -3.3110 -1.4000 3.9172
38 O 3.1234 1.1527 -0.7315
39 Pt 0.6503 0.0205 -0.6406
40 H 2.0689 -2.1024 2.3707
41 H 4.5171 0.5511 -5.5851

=====

A structure of composition C15H14NPdS2, computed with the ωB97M-V functional and the def2-TZVPD basis.

Charge: +1
Frontier orbital gap: 5.77 eV
Energy relative to the best compared isomer or geometry (same formula, charge and spin): 3.0 kJ/mol
Total energy: -42416.768 eV

Cartesian coordinates (Å):
1 C 2.8519 1.2570 1.4728
2 H -1.6933 -1.1741 2.4576
3 S 2.0891 1.7138 0.1064
4 C 4.3378 1.4021 1.5758
5 C -1.4182 0.5411 -4.3024
6 H -0.0849 2.2132 -4.6131
7 H 4.7201 1.2107 2.5729
8 H 4.8073 0.6986 0.8853
9 N -0.5733 0.6620 -1.6888
10 C -1.5016 -0.2510 -2.0435
11 H 0.6292 2.2432 -2.2419
12 H -2.6635 -1.0727 -3.6444
13 C -1.9276 -0.3351 -3.3626
14 C -2.9758 -2.0377 -1.0768
15 C -2.9875 -2.3918 1.2920
16 H -4.2081 -3.4867 -0.0888
17 H 3.5668 -0.0968 3.9050
18 H -1.7477 0.4847 -5.3311
19 C -3.4596 -2.7159 0.0323
20 C 2.7330 0.6065 3.9611
21 C -0.0951 1.5216 -2.5942
22 C 2.0717 0.7300 2.6298
23 C -1.5160 -0.7231 0.3524
24 H 4.6425 2.4011 1.2657
25 C -0.4933 1.4994 -3.9134
26 C -2.0156 -1.0463 -0.9230
27 Pd -0.0118 0.5866 0.2955
28 H -3.3701 -2.9080 2.1628
29 H -3.3574 -2.2872 -2.0580
30 H 3.1418 1.5718 4.2692
31 H 2.0320 0.2559 4.7131
32 C -2.0215 -1.4020 1.4510
33 S 0.4986 0.3288 2.4814

=====

The molecule C15H14O3, computed with the ωB97M-V functional and the def2-TZVPD basis.

Charge: 0
Frontier orbital gap: 7.44 eV
Energy relative to the best compared isomer or geometry (same formula, charge and spin): 75.4 kJ/mol
Structure (SMILES): CC1=Cc2c(c(C)cc3c2[C@@H](C)CO3)C(=O)C1=O
Total energy: -21923.745 eV

Cartesian coordinates (Å):
1 C 2.6017 1.5843 -0.2661
2 H 3.2526 0.0502 2.6031
3 H -0.3877 -0.8806 -4.4482
4 C 2.6942 0.8744 2.1597
5 H 2.8849 -0.4668 0.4263
6 C 2.3025 0.4397 0.7438
7 H -3.7814 -0.5137 2.1105
8 C -1.9212 -1.4139 -2.0859
9 H 2.3343 1.2730 -1.2710
10 H 1.4184 -0.7491 -1.5917
11 H -3.8206 0.9426 1.1244
12 O -2.6372 -1.8237 -3.0044
13 C -3.2454 0.4365 1.8914
14 H 2.0541 2.5129 0.0227
15 C 0.0993 -1.5197 -3.7399
16 C -0.4903 -1.2983 -2.3838
17 O -3.5821 -1.0254 -0.4705
18 C 0.4475 0.5346 2.0953
19 C -1.8011 0.1647 1.5231
20 H 3.3133 1.7607 2.1532
21 H -0.0834 -2.5644 -4.0822
22 O 1.4556 1.0533 2.8890
23 C 0.8558 0.0852 0.8510
24 H 3.6486 1.8529 -0.2340
25 C 0.3631 -0.8768 -1.3822
26 C -1.4113 -0.4634 0.3034
27 H 1.1965 -1.3098 -3.7811
28 C -0.0549 -0.4607 -0.0390
29 C -0.8663 0.6122 2.4477
30 H -1.1393 1.0710 3.3972
31 H -3.3118 1.0847 2.7787
32 C -2.3885 -0.9662 -0.7407